Below is a structure of composition C23H28LuN6O5, with properties calculated with the ωB97M-V functional and the def2-TZVPD basis.

Results
relative energy (zero: lowest compared OMol25 entry of this formula, charge and spin)	0.0	kcal/mol
LUMO	-3.0	eV
M	643.48	g/mol
HOMO	-11.8	eV
frontier orbital gap	8.78	eV
total charge	+1
E	-2833.47830	hartree

Positions of all 63 atoms, in Å:
Lu (-0.3216, -0.4159, -1.8617)
H (2.9175, -1.3516, -0.9350)
N (-1.9806, 1.3291, 3.4329)
C (-1.3177, 0.1889, -4.6924)
N (0.9873, -1.7140, -0.2093)
C (0.0834, 2.6501, -0.1113)
C (2.3319, -1.8275, -0.1578)
C (-2.9689, 0.5014, 3.7567)
H (-2.7100, -1.2336, -3.8486)
H (-3.9638, 0.9138, 3.9674)
C (-0.6699, 4.1824, 1.6597)
O (-2.9443, -3.5504, -1.2691)
O (-0.8009, 0.6626, -3.5655)
H (2.7044, -3.4235, 2.7708)
C (0.2598, -2.1888, 0.8130)
C (-1.8377, -1.2475, -4.4799)
H (2.9471, 5.3636, 1.3014)
C (-2.2142, -2.7047, -1.7307)
H (1.5479, 3.2682, 2.9435)
C (-1.3937, -3.1389, -2.9760)
C (-1.5374, -1.3797, 3.4866)
C (-0.0796, -3.3437, 2.9677)
H (-0.6249, -3.8279, -2.6226)
H (1.6801, 4.3072, -0.7818)
C (0.8177, -2.8094, 1.9337)
H (-1.7776, -3.4257, 4.1525)
N (0.0060, 1.6051, -0.6156)
N (0.1006, 3.8236, 0.4484)
C (2.2040, -2.9610, 1.9297)
C (1.2876, 4.6417, 0.1725)
H (0.3228, 5.9871, 2.3054)
C (1.6306, 4.3203, 2.6704)
H (-2.0169, -3.7249, -3.6426)
H (-1.1142, 3.2795, 2.0683)
N (-0.7831, -2.0281, -3.7303)
H (-0.2083, 4.9077, 3.5926)
O (-1.3997, 0.7405, -5.7617)
H (0.0144, 1.4165, 2.9288)
H (-2.0899, -1.7028, -5.4180)
H (-1.5376, 4.8191, 1.3742)
C (2.9783, -2.4291, 0.9041)
H (1.6209, -2.9286, -2.9512)
H (-3.6198, -1.5289, 4.1590)
H (0.3490, -1.7333, -5.4715)
H (0.1703, -4.3519, 3.2409)
C (2.3196, 4.4736, 1.2979)
C (-2.7963, -0.8909, 3.8433)
H (0.2292, -3.4596, -4.9750)
C (0.3511, -2.4065, -4.6173)
H (-0.8069, -2.0571, 0.7949)
H (0.9848, 5.6734, 0.0379)
C (1.6392, -2.2621, -3.7970)
N (-0.5562, -0.5756, 3.1087)
O (1.6600, -0.9567, -3.1498)
O (-1.9457, -1.5000, -1.2029)
H (2.9697, 3.6346, 1.0541)
H (2.5532, -2.4190, -4.3652)
H (2.2530, 4.7360, 3.4251)
H (4.0734, -2.5387, 0.9099)
C (-0.8058, 0.7199, 3.1591)
C (-1.1499, -2.7824, 3.5422)
H (1.7280, -0.2585, -3.8320)
C (0.2501, 4.9325, 2.6183)

Below is the molecule C23H28N2O, with properties calculated with the ωB97M-V functional and the def2-TZVPD basis.

Results
SMILES string	CN(C)c1ccc(CNCC[C@H](Cc2ccccc2)c2ccco2)cc1
relative energy (zero: lowest compared OMol25 entry of this formula, charge and spin)	26.3	kcal/mol
LUMO	0.7	eV
M	348.49	g/mol
HOMO	-7.6	eV
frontier orbital gap	8.28	eV
E	-1077.95157	hartree

Positions of all 54 atoms, in Å:
C (-1.3005, -0.5899, -5.3217)
O (-3.3578, -0.9360, 1.6320)
H (-1.2646, 1.2674, -0.9129)
H (-2.4064, 1.0478, 4.0321)
C (2.9543, -0.6774, 0.4803)
H (3.3783, -1.3695, -0.2352)
H (-0.8892, 1.1790, 1.7965)
C (-2.2869, -0.3317, 1.0749)
H (0.2475, 0.9125, -2.7230)
N (0.9646, -3.1535, 0.5515)
H (-3.3027, -1.3455, -5.2838)
C (-1.9949, 0.5255, -1.2400)
C (-1.8933, -0.7076, -0.3161)
H (0.6481, 0.2551, -5.0600)
H (-0.7209, -2.4179, 1.4943)
C (-2.5389, 0.4880, 3.1287)
C (1.8225, -2.6301, 1.6055)
H (-1.0158, -3.3390, 0.0122)
H (3.0935, 3.6263, 3.0959)
H (2.8118, 4.8785, 1.8735)
C (2.1559, -1.1618, 1.5095)
C (1.6473, -0.2412, 2.4148)
H (-2.9931, 0.9571, -1.1344)
C (-0.3670, -2.5845, 0.4740)
C (2.6981, 1.6057, 1.2490)
H (1.4245, -3.0660, -0.3494)
C (-0.4737, -1.2843, -0.3343)
H (4.9280, 2.9965, 0.4207)
H (-1.1254, -0.8790, -6.3475)
C (-0.5322, 0.4167, -3.2843)
H (3.8478, 0.9863, -0.4711)
H (3.6861, 3.1082, -0.8476)
C (-0.3065, 0.0465, -4.5986)
H (-2.5954, -1.4719, -0.6663)
C (-3.5014, -0.4364, 2.8726)
H (1.4901, 3.8202, 2.3511)
H (-3.7007, -0.6831, -2.9488)
H (-4.3128, -0.8131, 3.4630)
H (-0.1850, -1.4876, -1.3688)
C (-2.7447, -0.4800, -3.4105)
C (1.9124, 1.1088, 2.2969)
H (3.9992, 4.4892, 0.1973)
C (3.2210, 0.6695, 0.3462)
C (-1.7533, 0.1581, -2.6746)
C (2.5647, 3.8594, 2.1629)
C (-1.7471, 0.5590, 1.9565)
H (0.2139, -0.5418, 0.0721)
H (1.4991, 1.7746, 3.0369)
H (1.3218, -2.8304, 2.5574)
H (1.0274, -0.5838, 3.2317)
C (-2.5218, -0.8516, -4.7238)
H (2.7451, -3.2200, 1.5766)
C (3.9394, 3.4032, 0.1726)
N (2.9156, 2.9603, 1.0892)

Below is the molecule C23H28N2O2, with properties calculated with the ωB97M-V functional and the def2-TZVPD basis.

Results
SMILES string	COc1cccc(-c2cccc(NC(=O)C3CCN(C4CCC4)CC3)c2)c1
relative energy (zero: lowest compared OMol25 entry of this formula, charge and spin)	52.0	kcal/mol
LUMO	0.7	eV
M	364.49	g/mol
HOMO	-8.0	eV
frontier orbital gap	8.73	eV
E	-1153.21246	hartree

Positions of all 55 atoms, in Å:
C (3.5079, 1.9936, 1.3165)
C (-3.6016, -1.4509, -4.1357)
H (-5.6539, -0.6764, -4.2976)
H (-1.9240, -0.0561, -4.7098)
H (6.6572, 4.7075, 4.2708)
H (-1.1531, -1.6900, -2.3383)
H (-2.5989, 0.2769, -1.5716)
C (4.5884, 3.0640, 3.6456)
C (2.4590, -2.2395, 3.3822)
C (-2.9003, -2.9600, -2.3255)
C (3.9126, 1.8457, 3.6742)
H (6.0371, 4.8686, 5.9321)
H (0.7874, -3.3650, 2.6613)
H (5.1128, 5.5544, 4.5733)
C (-1.6850, -2.3311, -1.6327)
C (-4.8394, -0.9993, -4.9411)
H (3.8044, 1.3487, 4.6256)
H (-4.5055, 1.1467, -5.4889)
H (-3.0933, 0.6298, -3.5700)
H (-4.9176, -0.3202, -2.2136)
H (3.1014, 1.5774, 0.4081)
H (4.0385, -0.9052, 3.9246)
H (-0.7412, -2.5306, 1.2470)
C (1.5036, -0.1679, 1.8108)
H (-1.0010, -3.1134, -1.2954)
H (-2.6676, -2.1337, 0.2783)
C (4.1828, 3.1962, 1.2870)
C (0.8282, -1.3809, 1.8398)
O (5.0718, 3.4971, 4.8462)
H (-4.9051, -1.6845, -1.0900)
C (3.3681, 1.3022, 2.5202)
H (-2.5750, -3.5973, -3.1506)
C (-3.1564, -0.4366, -0.9651)
O (-0.5894, 0.3017, -0.1096)
C (1.3116, -2.4193, 2.6339)
N (-3.8418, -1.9866, -2.8241)
C (4.7253, 3.7418, 2.4401)
H (-3.0590, -2.2142, -4.6986)
H (-3.6327, -0.0225, -6.4922)
N (-0.3383, -1.6148, 1.1014)
C (-4.2847, -1.0927, -1.7761)
H (-3.5899, 0.1102, -0.1252)
H (-5.2269, -1.7129, -5.6647)
C (-0.9614, -0.8093, 0.1943)
H (5.2445, 4.6855, 2.3843)
C (-2.9672, -0.0597, -4.3991)
C (-4.0178, 0.1741, -5.4937)
H (1.1161, 0.6385, 1.2118)
C (3.1325, -1.0322, 3.3522)
C (5.7542, 4.7253, 4.8902)
H (-3.4315, -3.5914, -1.6015)
C (2.6583, 0.0144, 2.5652)
H (4.2940, 3.7269, 0.3526)
C (-2.1696, -1.4826, -0.4501)
H (2.8312, -3.0503, 3.9912)

For each record above, in turn, the calculated strongest force on any atom values are 1.602 0.875 0.590 eV/A.